{"formula": "C4H12N2S", "method": "wB97M-V/def2-TZVPD", "symbols": ["C", "N", "C", "C", "S", "C", "N", "H", "H", "H", "H", "H", "H", "H", "H", "H", "H", "H", "H"], "xyz": [[1.82, 0.94, -1.45], [0.41, 0.78, -1.15], [0.02, 0.21, 0.12], [0.47, -1.26, 0.18], [0.39, -2.12, 1.81], [-1.50, 0.43, 0.19], [-2.18, -0.36, 1.22], [2.52, 0.10, -1.40], [2.24, 1.66, -0.74], [1.91, 1.37, -2.44], [-0.09, 0.52, -1.99], [0.57, 0.73, 0.91], [1.53, -1.28, -0.03], [-0.05, -1.85, -0.57], [0.50, -1.01, 2.53], [-1.65, 1.51, 0.31], [-1.90, 0.10, -0.76], [-3.17, -0.27, 1.10], [-1.86, -0.18, 2.15]], "gap_ev": 9.27, "total_charge": 0, "e_above_lowest_kcal_mol": 16.7, "lumo_energy_ev": 0.97}


{"formula": "C4H12N2S2", "method": "wB97M-V/def2-TZVPD", "symbols": ["C", "C", "N", "N", "H", "H", "H", "H", "H", "H", "C", "C", "S", "S", "H", "H", "H", "H", "H", "H"], "xyz": [[1.11, 1.25, 1.36], [0.11, 1.63, 2.13], [-0.19, 1.03, 3.39], [1.37, 1.84, 0.10], [1.74, 0.43, 1.72], [-0.54, 2.43, 1.79], [-1.09, 0.56, 3.36], [-0.28, 1.75, 4.11], [1.41, 1.18, -0.67], [2.27, 2.31, 0.11], [0.18, -2.70, -2.24], [-0.31, -1.34, -1.74], [-2.09, -1.13, -1.99], [-2.27, 0.95, -1.33], [-0.01, -2.87, -3.30], [-0.42, -3.44, -1.71], [1.26, -2.82, -2.10], [0.14, -0.51, -2.29], [-0.04, -1.26, -0.68], [-2.36, 0.73, -0.02]], "gap_ev": [3.40, 7.30], "spin_multiplicity": 2, "total_charge": -1, "e_above_lowest_kcal_mol": 21.1, "s2": 0.754, "lumo_energy_ev": [3.54, 3.51]}


{"formula": "C4H12N2S2", "method": "wB97M-V/def2-TZVPD", "symbols": ["S", "S", "C", "C", "C", "N", "N", "C", "H", "H", "H", "H", "H", "H", "H", "H", "H", "H", "H", "H"], "xyz": [[1.26, -1.76, -2.34], [1.40, -0.43, -0.84], [0.09, -0.79, 0.40], [-0.51, 0.48, 0.95], [-1.46, 0.09, 2.09], [-1.53, 1.05, 3.19], [-1.23, 1.17, -0.11], [-0.87, 2.59, -0.28], [2.12, -2.70, -2.01], [-0.66, -1.37, -0.15], [0.56, -1.51, 1.08], [0.23, 1.15, 1.39], [-1.30, -0.92, 2.51], [-2.49, -0.13, 1.74], [-1.81, 0.57, 4.03], [-0.67, 1.50, 3.44], [-2.22, 1.10, 0.00], [-1.70, 3.11, -0.74], [-0.61, 3.15, 0.62], [0.02, 2.60, -0.92]], "gap_ev": 9.51, "total_charge": 0, "e_above_lowest_kcal_mol": 19.2, "lumo_energy_ev": 0.73}


{"formula": "C4H12N3", "method": "wB97M-V/def2-TZVPD", "symbols": ["C", "C", "C", "N", "C", "N", "N", "H", "H", "H", "H", "H", "H", "H", "H", "H", "H", "H", "H"], "xyz": [[1.67, -1.45, 1.53], [0.46, -1.45, 0.62], [0.73, -0.76, -0.80], [1.80, -1.39, -1.29], [-1.48, 2.02, -0.62], [-2.43, 3.10, -0.63], [-1.18, 1.04, 0.13], [1.72, -2.23, 2.29], [2.00, -0.49, 1.90], [2.43, -1.89, 0.88], [0.26, -2.44, 0.23], [-0.45, -1.00, 1.00], [-0.08, -0.73, -1.53], [0.99, 0.33, -0.66], [1.69, -1.54, -2.31], [-2.59, 3.58, 0.26], [-2.87, 2.13, -0.43], [-1.41, 1.31, 1.10], [-1.27, 1.85, -1.67]], "gap_ev": 6.05, "total_charge": 1, "e_above_lowest_kcal_mol": 201.1, "lumo_energy_ev": -8.40}


{"formula": "C4H12N3", "method": "wB97M-V/def2-TZVPD", "symbols": ["C", "C", "C", "C", "N", "N", "N", "H", "H", "H", "H", "H", "H", "H", "H", "H", "H", "H", "H"], "xyz": [[1.94, -0.41, 0.80], [2.39, -0.05, -0.60], [1.31, 0.69, 0.10], [-0.97, -0.03, -0.94], [-1.15, -1.37, -0.35], [-1.85, 0.87, -0.44], [-2.00, 0.77, 0.87], [1.32, -1.30, 1.03], [2.41, -0.36, 1.82], [3.38, 0.54, -0.54], [2.15, -0.74, -1.32], [1.19, 1.77, 0.39], [-0.87, -0.22, -2.00], [-1.86, -1.49, 0.47], [-0.20, -1.60, -0.04], [-1.62, 1.81, -0.90], [-1.24, 1.14, 1.45], [-1.37, -2.13, -1.01], [-2.94, 0.97, 1.16]], "gap_ev": [8.21, 8.40], "total_charge": 1, "e_above_lowest_kcal_mol": 173.7, "lumo_energy_ev": [-3.69, -3.54]}


{"formula": "C4H12N3", "method": "wB97M-V/def2-TZVPD", "symbols": ["C", "C", "C", "C", "N", "N", "N", "H", "H", "H", "H", "H", "H", "H", "H", "H", "H", "H", "H"], "xyz": [[1.95, -1.72, -0.50], [0.63, 0.41, -0.18], [-2.04, 0.40, -0.21], [0.69, 1.84, 0.36], [1.55, -0.48, 0.30], [-3.22, -0.14, 0.03], [-0.92, -0.22, 0.13], [2.58, -1.45, -1.33], [2.23, -2.41, 0.24], [0.61, 0.38, -1.29], [-2.11, 1.39, -0.64], [-0.02, 2.02, 1.27], [0.37, 2.73, -0.21], [1.71, 1.94, 0.75], [1.79, -0.66, 1.19], [-4.00, 0.51, -0.08], [-3.44, -1.10, 0.28], [-0.84, -1.17, 0.33], [1.07, -2.23, -0.87]], "gap_ev": 10.11, "total_charge": 1, "e_above_lowest_kcal_mol": 49.8, "lumo_energy_ev": -3.28}